# 1
Entry from the Open Molecules 2025 dataset: C17H19N5O3 in the gas phase at a distorted geometry (ωB97M-V with the def2-TZVPD basis set).

Geometry as ORCA input:
```
! RIJCOSX wB97M-V def2-TZVPD def2/J DEFGRID3
* xyz 0 1
O -1.142 -3.561 -0.400
C -1.127 -2.458 0.096
C -2.396 -1.761 0.593
N -2.357 -0.348 0.293
C -3.201 0.485 1.129
C -2.775 1.959 0.911
N -1.923 2.077 -0.253
C -0.552 2.005 -0.149
C 0.114 1.758 1.064
C 1.488 1.758 1.137
C 2.245 2.009 -0.003
N 3.664 2.005 0.065
O 4.287 2.130 -0.975
O 4.188 1.874 1.157
C 1.609 2.255 -1.218
C 0.239 2.254 -1.286
C -2.573 1.428 -1.373
C -2.598 -0.094 -1.119
N -0.021 -1.702 0.317
C 1.319 -2.031 0.133
C 1.748 -3.192 -0.506
C 3.111 -3.405 -0.603
C 3.988 -2.475 -0.062
C 3.453 -1.355 0.552
N 2.152 -1.130 0.643
H -2.430 -1.898 1.678
H -3.268 -2.276 0.158
H -3.052 0.196 2.171
H -4.270 0.356 0.891
H -3.659 2.578 0.728
H -2.268 2.366 1.783
H -0.443 1.537 1.959
H 1.994 1.545 2.065
H 2.210 2.455 -2.091
H -0.230 2.477 -2.230
H -3.589 1.825 -1.439
H -2.067 1.647 -2.309
H -1.801 -0.589 -1.680
H -3.562 -0.518 -1.450
H -0.163 -0.784 0.725
H 1.032 -3.893 -0.900
H 3.486 -4.292 -1.092
H 5.055 -2.613 -0.115
H 4.087 -0.605 1.005
*
```

As for the HOMO-LUMO gap: 8.21 eV. For the energy above the lowest of the compared OMol25 structures with the same formula, charge and spin, the calculation gives 94.9 kcal per mole. The maximum force is 1.467 eV/Å. As for the structure (SMILES): O=C(CN1CCN(c2ccc([N+](=O)[O-])cc2)CC1)Nc1ccccn1.

# 2
Entry from the Open Molecules 2025 dataset: C17H19N5O3 in the gas phase at a distorted geometry (ωB97M-V with the def2-TZVPD basis set).

Geometry as ORCA input:
```
! RIJCOSX wB97M-V def2-TZVPD def2/J DEFGRID3
* xyz 0 1
N 1.822 -1.553 -2.387
C 0.887 -1.064 -1.315
C 0.597 0.485 -1.517
C 1.705 1.281 -0.831
C 2.407 1.078 0.396
N 3.302 2.127 0.696
C 3.306 2.916 -0.406
C 4.238 4.014 -0.711
C 4.024 4.693 -1.893
C 2.910 4.313 -2.741
C 2.120 3.236 -2.478
C 2.374 2.491 -1.362
C -0.487 -1.816 -1.333
O -0.888 -2.486 -2.265
N -1.465 -1.295 -0.393
C -1.008 -0.889 0.885
C -2.096 -0.192 1.801
C -3.257 -1.024 1.856
C -4.010 -1.132 2.960
N -5.176 -1.804 2.628
C -5.054 -1.998 1.305
N -3.934 -1.539 0.765
C -0.573 -2.288 1.641
O -0.970 -3.341 1.218
O 0.113 -2.134 2.846
H 2.091 -2.505 -2.299
H 1.043 -1.441 -3.034
H 1.370 -1.361 -0.394
H 0.513 0.441 -2.704
H -0.405 0.960 -1.164
H 2.216 0.327 1.094
H 4.047 1.897 1.325
H 5.090 4.235 -0.138
H 4.634 5.721 -1.912
H 2.855 4.837 -3.689
H 1.327 2.881 -3.106
H -2.248 -1.838 -0.536
H -0.166 -0.251 0.699
H -2.314 0.706 1.062
H -1.737 0.010 2.758
H -3.889 -0.737 3.970
H -5.330 -2.660 3.145
H -5.807 -2.493 0.764
H 0.324 -1.218 3.056
*
```

As for the HOMO-LUMO gap: 8.37 eV. For the energy above the lowest of the compared OMol25 structures with the same formula, charge and spin, the calculation gives 103.7 kcal per mole. The maximum force is 6.038 eV/Å. As for the structure (SMILES): N[C@@H](Cc1c[nH]c2ccccc12)C(=O)N[C@@H](Cc1c[nH]cn1)C(=O)O.

# 3
Entry from the Open Molecules 2025 dataset: a molecular structure, C17H19N5O4S2V (ωB97M-V with the def2-TZVPD basis set).

Geometry as ORCA input:
```
! RIJCOSX wB97M-V def2-TZVPD def2/J DEFGRID3
* xyz 1 3
V -0.552 -0.428 0.407
C 1.151 2.806 2.874
C 0.532 1.997 1.782
N 0.849 0.780 1.534
N 1.786 0.154 2.295
C 2.036 -1.153 2.061
N 2.919 -1.756 2.847
S 1.289 -1.982 0.790
C -0.545 2.511 0.917
C -0.958 3.829 0.921
C -2.007 4.214 0.096
C -2.612 3.266 -0.703
C -2.143 1.959 -0.666
N -1.127 1.591 0.114
H 1.141 2.250 3.814
H 0.602 3.725 3.051
H 2.183 3.068 2.628
H 2.208 0.634 3.077
H 3.387 -1.294 3.610
H 3.074 -2.743 2.719
H -0.476 4.557 1.556
H -2.345 5.241 0.088
H -3.440 3.519 -1.348
H -2.599 1.186 -1.275
C 3.618 -1.441 -2.989
C 2.146 -1.536 -2.703
C 1.498 -2.774 -2.669
C 0.135 -2.867 -2.413
C -0.590 -1.705 -2.219
C 0.025 -0.455 -2.262
C 1.391 -0.385 -2.495
S -2.299 -1.780 -1.735
O -2.808 -3.106 -1.889
O -2.975 -0.682 -2.381
N -2.062 -1.413 -0.162
C -3.045 -1.781 0.847
C -2.577 -1.181 2.176
O -3.238 -1.274 3.173
O -1.402 -0.564 2.105
H 4.126 -2.375 -2.756
H 4.081 -0.640 -2.414
H 3.783 -1.226 -4.046
H 2.071 -3.677 -2.835
H -0.371 -3.823 -2.367
H -0.565 0.439 -2.202
H 1.874 0.585 -2.549
H -3.124 -2.864 0.962
H -4.047 -1.402 0.632
*
```

As for the HOMO-LUMO gap (alpha / beta): 7.32 / 7.55 eV. For the energy above the lowest of the compared OMol25 structures with the same formula, charge and spin, the calculation gives 0.7 kcal per mole. The maximum force is 0.386 eV/Å.